Entry 1:
One molecule with the formula C5H8O2, computed with wB97M-V/def2-TZVPD.

```
15
Properties=species:S:1:pos:R:3:nbo_charge:R:1
C -2.067 0.679 0.569 -0.63
C -1.346 -0.115 -0.481 -0.26
C -0.066 -0.487 -0.484 0.30
O 0.420 -1.248 -1.513 -0.70
C 0.914 -0.243 0.639 -0.58
C 2.287 0.208 0.211 0.46
O 2.715 0.151 -0.922 -0.54
H -2.803 0.069 1.106 0.21
H -2.612 1.507 0.102 0.22
H -1.394 1.116 1.314 0.20
H -1.931 -0.433 -1.342 0.21
H 1.320 -0.928 -1.700 0.50
H 0.531 0.473 1.372 0.24
H 1.073 -1.181 1.196 0.25
H 2.936 0.587 1.026 0.12
```

Results
E_HOMO (eV): -8.640
SMILES string: C/C=C(/O)CC=O
Frontier orbital gap (eV): 9.44

=====

Entry 2:
C39H43MnN2O8 as an isolated structure, computed with wB97M-V/def2-TZVPD.

```
93
Properties=species:S:1:pos:R:3:mulliken_spin:R:1
Mn 0.452 1.995 0.134 3.12
N 1.272 2.047 -2.017 -0.02
C 2.698 2.361 -1.811 0.00
C 2.762 3.516 -0.849 0.00
O 3.522 4.466 -1.020 0.01
N 1.857 3.380 0.137 -0.05
C 1.414 4.564 0.835 0.00
C -0.065 4.710 0.538 0.02
O -0.674 5.742 0.732 0.00
O -0.618 3.608 0.065 -0.03
H 1.164 1.157 -2.488 0.00
H 0.826 2.766 -2.575 0.00
H 3.235 2.614 -2.721 0.00
H 3.161 1.495 -1.350 0.00
H 1.947 5.444 0.489 0.00
H 1.537 4.468 1.916 0.00
C -0.471 -4.098 0.830 0.00
C -0.737 -3.434 -0.511 0.00
C -1.255 -4.429 -1.525 0.00
O 0.428 -2.817 -1.041 0.00
C 0.359 -1.402 -0.863 0.02
C -0.990 -1.167 -0.173 0.01
O -1.684 -2.401 -0.344 0.00
C -1.774 0.023 -0.759 -0.02
O -1.024 1.148 -0.505 0.00
C -3.156 0.158 -0.085 0.01
C -3.466 1.344 0.573 -0.01
C -4.706 1.516 1.178 0.00
C -5.656 0.507 1.123 0.00
C -5.359 -0.673 0.453 0.00
C -4.122 -0.846 -0.151 0.00
C -2.006 -0.059 -2.283 0.00
C -2.309 -1.231 -2.970 0.00
C -2.523 -1.216 -4.345 0.00
C -2.458 -0.025 -5.054 0.00
C -2.174 1.153 -4.373 0.00
C -1.947 1.135 -3.004 0.00
C 1.620 -0.881 -0.148 -0.06
O 1.525 0.465 0.149 0.00
C 1.881 -1.665 1.153 0.01
C 1.697 -1.017 2.370 0.00
C 1.989 -1.666 3.566 0.00
C 2.480 -2.964 3.556 0.00
C 2.682 -3.610 2.341 0.00
C 2.390 -2.964 1.149 0.00
C 2.847 -1.065 -1.067 0.01
C 4.089 -0.683 -0.555 0.00
C 5.237 -0.774 -1.320 0.00
C 5.168 -1.249 -2.629 0.00
C 3.943 -1.629 -3.148 0.00
C 2.787 -1.543 -2.370 0.00
H 0.362 -4.800 0.752 0.00
H -1.371 -4.635 1.138 0.00
H -0.229 -3.351 1.588 0.00
H -0.565 -5.272 -1.589 0.00
H -1.328 -3.962 -2.507 0.00
H -2.238 -4.790 -1.217 0.00
H 0.324 -0.926 -1.846 0.00
H -0.851 -0.952 0.891 0.00
H -2.727 2.133 0.584 0.01
H -4.927 2.448 1.687 0.00
H -6.625 0.641 1.590 0.00
H -6.097 -1.463 0.396 0.00
H -3.904 -1.772 -0.664 0.00
H -2.381 -2.167 -2.432 0.00
H -2.744 -2.144 -4.861 0.00
H -2.632 -0.014 -6.123 0.00
H -2.131 2.093 -4.911 0.00
H -1.717 2.049 -2.472 0.00
H 1.343 0.006 2.348 0.01
H 1.848 -1.149 4.509 0.00
H 2.721 -3.467 4.486 0.00
H 3.075 -4.621 2.322 0.00
H 2.564 -3.464 0.203 0.00
H 4.137 -0.297 0.459 0.00
H 6.190 -0.475 -0.900 0.00
H 6.064 -1.321 -3.235 0.00
H 3.875 -2.001 -4.165 0.00
H 1.849 -1.879 -2.793 0.00
C -1.288 0.790 3.147 0.01
C -0.459 2.078 3.050 0.01
C 0.442 2.213 4.271 -0.01
C -1.401 3.280 2.989 0.01
O 0.434 2.016 1.951 -0.05
H -2.180 0.942 3.762 0.00
H -0.703 -0.030 3.574 0.00
H -1.611 0.501 2.148 0.00
H -0.152 2.155 5.188 0.00
H 0.966 3.173 4.245 0.00
H 1.188 1.414 4.272 0.00
H -1.894 3.413 3.956 0.00
H -2.165 3.142 2.225 0.00
H -0.854 4.192 2.753 0.00
```

Results
E_HOMO (spin up / spin down) (eV): -5.709 / -5.837
2S+1: 4
Net charge: -1
Frontier orbital gap (spin up / spin down) (eV): 7.69 / 8.29

=====

Entry 3:
A 2-piece molecular cluster, C19H26F5N2O2S overall, computed with wB97M-V/def2-TZVPD.

```
55
Properties=species:S:1:pos:R:3:nbo_charge:R:1
C 1.498 -3.781 -2.540 -0.67
C 2.966 -3.139 -2.091 -0.09
O 3.077 -3.187 -0.624 -0.53
C 2.884 -1.865 -0.007 -0.07
C 1.316 -1.403 0.132 -0.51
C 0.990 0.119 -0.384 0.24
C 1.771 0.700 -1.703 -0.05
N 1.249 2.112 -1.855 -0.43
C 1.834 2.928 -2.986 0.79
F 3.191 2.343 -3.297 -0.31
F 1.986 4.365 -2.621 -0.29
C 0.940 2.695 -4.362 0.94
F 1.292 1.368 -4.951 -0.30
F -0.490 2.688 -3.960 -0.31
F 1.303 3.822 -5.282 -0.29
C 0.205 2.427 -0.799 0.26
N 0.059 1.198 0.123 -0.35
C -0.856 1.054 1.356 -0.23
C -1.797 -0.294 1.291 -0.46
C -2.475 -0.550 -0.194 -0.05
C -3.483 0.560 -0.875 -0.26
C -4.136 0.321 -2.395 -0.21
C -3.833 -1.050 -3.292 -0.22
C -2.833 -2.180 -2.586 -0.21
C -2.180 -1.939 -1.070 -0.25
H 1.034 -4.237 -1.545 0.23
H 1.584 -4.622 -3.350 0.24
H 0.740 -2.918 -2.860 0.21
H 3.777 -3.860 -2.584 0.22
H 3.150 -2.082 -2.567 0.16
H 3.573 -1.110 -0.581 0.19
H 3.319 -1.918 1.103 0.23
H 1.019 -1.464 1.280 0.25
H 0.576 -2.137 -0.443 0.28
H 2.548 0.070 -2.309 0.31
H -0.395 3.454 -0.707 0.30
H -1.550 2.016 1.435 0.24
H -0.162 1.065 2.318 0.26
H -1.169 -1.232 1.618 0.25
H -2.673 -0.152 2.076 0.27
H -3.794 1.574 -0.332 0.24
H -4.879 1.100 -2.903 0.25
H -4.287 -1.260 -4.354 0.26
H -2.597 -3.181 -3.143 0.24
H -1.502 -2.808 -0.662 0.23
C -1.506 1.215 6.897 -0.82
S -0.507 1.059 5.396 1.21
O -0.050 -0.366 5.304 -0.98
C 0.891 2.041 5.993 -0.83
H -2.425 0.639 6.762 0.25
H -0.956 0.822 7.756 0.24
H -1.760 2.265 7.061 0.23
H 1.296 1.599 6.906 0.24
H 0.562 3.065 6.186 0.23
H 1.663 2.049 5.220 0.24
```

Results
E_HOMO (eV): -11.196
Net charge: +1
Frontier orbital gap (eV): 6.88